This record from the Open Molecules 2025 dataset describes C4H11NO in the gas phase. The level of theory is ωB97M-V with the def2-TZVPD basis set.

The total energy is -7862.062 eV. As for the charge: 0. Its SMILES is CC[C@@H](C)NO.

Last column: natural (NBO) charge in e.
CARTESIAN COORDINATES (ANGSTROEM)
H 1.83 -1.07 -1.49  0.207
H -1.75 -0.77 1.78  0.202
C 0.83 -0.65 -1.50  -0.637
H 1.08 1.53 -0.03  0.333
H -1.22 0.90 1.95  0.224
C -1.19 0.19 -0.07  -0.387
H -1.73 -0.51 -0.71  0.196
H 0.39 -1.24 0.55  0.204
H 2.91 0.15 0.11  0.443
O 2.38 0.27 0.92  -0.620
H -1.24 1.17 -0.55  0.193
N 0.97 0.73 0.59  -0.308
C 0.35 -0.35 -0.08  -0.065
H -2.82 0.54 1.29  0.207
H 0.17 -1.37 -1.98  0.221
H 0.83 0.26 -2.10  0.202
C -1.78 0.22 1.32  -0.613



This record from the Open Molecules 2025 dataset describes 2 unconnected molecules or ions with the total composition C4H11NO. The level of theory is ωB97M-V with the def2-TZVPD basis set.

The total energy is -7861.671 eV. As for the charge: 0. Its SMILES is C=CN.CCO.

Last column: natural (NBO) charge in e.
CARTESIAN COORDINATES (ANGSTROEM)
C 0.62 -1.47 -0.21  -0.067
H 0.81 2.51 0.89  0.364
H -0.81 2.33 -0.71  0.158
C 1.90 -1.97 -0.94  -0.643
H 2.74 -1.30 -0.73  0.208
C -1.08 2.21 0.35  -0.004
H -3.10 1.70 -0.09  0.194
H 1.70 -2.00 -2.01  0.199
H -0.01 -0.82 -0.81  0.163
H -0.37 3.40 1.73  0.385
C -2.24 1.57 0.57  -0.469
H 2.16 -2.98 -0.62  0.222
H -2.34 0.67 1.18  0.213
H -0.59 -2.84 -0.73  0.457
O -0.23 -2.58 0.11  -0.717
N -0.09 2.51 1.33  -0.842
H 0.93 -0.93 0.69  0.177



This record from the Open Molecules 2025 dataset describes 2 unconnected molecules or ions with the total composition C4H11NO. The level of theory is ωB97M-V with the def2-TZVPD basis set.

The total energy is -7862.312 eV. As for the charge: 0. Its SMILES is C=CN.CCO.

Last column: natural (NBO) charge in e.
CARTESIAN COORDINATES (ANGSTROEM)
H -4.53 -1.13 -2.00  0.461
H 3.06 0.74 0.75  0.198
H 3.62 3.16 2.56  0.174
H -2.05 -0.85 -0.79  0.179
H 1.98 0.98 3.43  0.375
H -1.62 -3.07 -1.55  0.214
C -2.59 -1.07 -1.71  -0.073
H -1.34 -2.31 -3.10  0.212
C 3.12 1.79 1.01  -0.540
H 3.07 2.51 0.20  0.209
H 2.62 2.25 4.15  0.368
H -2.85 -2.91 -2.75  0.210
C 3.21 2.20 2.27  0.027
N 2.81 1.56 3.43  -0.812
O -3.94 -1.24 -1.25  -0.721
C -2.04 -2.37 -2.26  -0.648
H -2.53 -0.23 -2.40  0.166



Largest force on an atom per entry: 0.066; 0.033; 0.031 Eh/bohr